[1]
Below is a cluster of 2 separate species, C6H12O in total at a distorted geometry, with properties calculated with the ωB97M-V functional and the def2-TZVPD basis.

Calculated values
* 2S+1: 1
* energy above the lowest of the compared OMol25 structures with the same formula, charge and spin: 220.1 kJ/mol
* energy: -8462.072 eV
* LUMO level: 0.97 eV
* orbital gap: 9.363 eV

The geometry in XYZ format:
```
19
C6H12O (the ωB97M-V functional and the def2-TZVPD basis)
C 0.823 -2.822 0.192
C 0.376 -1.643 0.999
C 0.699 -0.369 0.717
C -0.319 0.676 0.895
C -0.499 1.637 -0.002
C -1.360 2.864 0.201
H 1.518 -2.571 -0.605
H 1.471 -3.423 0.850
H 0.000 -3.429 -0.161
H -0.384 -1.843 1.751
H 1.691 -0.065 0.398
H -0.924 0.626 1.799
H 0.190 1.609 -0.838
H -1.062 3.545 -0.596
H -1.200 3.304 1.179
H -2.404 2.660 -0.041
H -0.263 -0.054 -1.623
H 0.965 -0.747 -2.165
O 0.217 -0.218 -2.447
```

Löwdin population analysis, charges in e, atoms 1 to 2: -0.10 -0.15

[2]
Below is a structure of composition C11H12N2O4SeTi at a distorted geometry, with properties calculated with the ωB97M-V functional and the def2-TZVPD basis.

Calculated values
* 2S+1: 2
* energy: -111200.501 eV
* total charge: +3
* LUMO level (alpha / beta): -14.36 / -14.13 eV
* orbital gap (alpha / beta): 5.433 / 5.628 eV

The geometry in XYZ format:
```
31
C11H12N2O4SeTi (the ωB97M-V functional and the def2-TZVPD basis)
Ti 1.312 -0.736 -0.713
C 0.258 -1.368 1.032
O -0.361 -1.650 1.971
C 2.399 -2.597 -0.202
O 2.972 -3.551 0.043
C 2.615 0.160 0.567
O 3.340 0.757 1.245
C 0.062 -1.964 -1.746
O -0.674 -2.581 -2.390
C 2.150 0.191 -2.487
H 1.329 0.179 -3.221
H 2.519 1.170 -2.144
C 2.919 -0.979 -2.261
H 3.908 -0.897 -1.786
H 2.725 -1.882 -2.858
C 0.161 2.108 2.207
N -1.035 1.449 1.648
C -2.157 1.137 2.381
C -3.043 0.543 1.529
N -2.452 0.501 0.288
C -3.090 -0.064 -0.916
C -1.222 1.064 0.361
Se 0.015 1.302 -1.106
H -0.113 3.078 2.640
H 0.929 2.282 1.440
H 0.601 1.490 2.997
H -2.243 1.349 3.445
H -4.040 0.149 1.721
H -3.326 -1.122 -0.758
H -4.023 0.468 -1.132
H -2.435 0.013 -1.796
```

Löwdin population analysis, charges in e, atoms 1 to 2: 0.29 0.01

[3]
Below is a cluster of 8 separate species, C16H48O8 in total at a distorted geometry, with properties calculated with the ωB97M-V functional and the def2-TZVPD basis.

Calculated values
* 2S+1: 1
* energy above the lowest of the compared OMol25 structures with the same formula, charge and spin: 193.4 kJ/mol
* energy: -33748.497 eV
* LUMO level: 0.30 eV
* orbital gap: 10.012 eV

The geometry in XYZ format:
```
72
C16H48O8 (the ωB97M-V functional and the def2-TZVPD basis)
C -17.128 20.176 -17.346
C -17.096 18.704 -17.686
O -16.988 18.578 -19.104
H -17.989 20.611 -17.854
H -16.186 20.610 -17.682
H -17.241 20.320 -16.271
H -18.043 18.235 -17.388
H -16.290 18.198 -17.146
H -17.282 17.691 -19.377
C -20.257 22.984 -14.906
C -20.363 21.519 -15.285
O -19.367 20.813 -14.515
H -20.258 23.264 -13.857
H -21.100 23.496 -15.382
H -19.345 23.390 -15.353
H -20.284 21.372 -16.361
H -21.342 21.183 -14.926
H -19.577 19.875 -14.551
C -13.480 21.625 -18.447
C -14.172 22.255 -19.648
O -13.889 23.658 -19.647
H -12.417 21.848 -18.409
H -13.663 20.550 -18.488
H -13.973 22.056 -17.572
H -15.251 22.091 -19.558
H -13.790 21.812 -20.577
H -14.523 24.093 -20.226
C -15.151 22.461 -12.588
C -16.418 21.733 -12.938
O -17.218 22.522 -13.801
H -15.372 23.441 -12.152
H -14.470 22.681 -13.411
H -14.587 21.898 -11.841
H -17.025 21.483 -12.059
H -16.134 20.772 -13.394
H -17.979 21.987 -14.094
C -16.583 14.986 -16.924
C -15.800 14.521 -15.712
O -14.863 13.538 -16.148
H -17.171 14.180 -17.363
H -15.907 15.361 -17.692
H -17.276 15.790 -16.672
H -16.468 14.077 -14.967
H -15.250 15.351 -15.259
H -14.151 13.443 -15.514
C -17.672 24.217 -17.712
C -18.409 25.530 -17.529
O -17.575 26.424 -16.782
H -16.702 24.414 -18.168
H -18.221 23.475 -18.299
H -17.456 23.740 -16.750
H -19.391 25.464 -17.052
H -18.550 25.994 -18.507
H -17.559 26.099 -15.874
C -18.003 16.476 -22.286
C -18.265 15.823 -20.938
O -17.122 15.925 -20.086
H -17.695 17.504 -22.075
H -18.896 16.507 -22.909
H -17.181 16.013 -22.830
H -18.588 14.778 -21.018
H -19.086 16.275 -20.376
H -16.418 15.355 -20.412
C -12.550 17.608 -21.328
C -14.008 17.951 -21.124
O -14.274 18.223 -19.768
H -12.242 16.748 -20.732
H -11.915 18.453 -21.049
H -12.301 17.418 -22.374
H -14.648 17.136 -21.496
H -14.247 18.850 -21.714
H -15.217 18.420 -19.633
```

Löwdin population analysis, charges in e, atoms 1 to 2: -0.06 -0.31